(1)
12
Properties=species:S:1:pos:R:3:nbo_charge:R:1 method="wB97M-V/def2-TZVPD" total_charge=+1 multiplicity=1 homo_ev=-14.04 orbital_gap_ev=9.113
C -0.986 -0.766 0.399 -0.17
C -1.410 0.635 0.395 0.19
C 1.005 0.506 0.525 -0.43
C 0.482 -0.823 0.187 0.00
C -0.202 1.117 -0.344 -0.11
N -0.486 -0.294 -0.900 -0.35
H -1.712 -1.560 0.750 0.30
H 1.001 0.675 1.599 0.26
H 2.036 0.680 0.205 0.26
H 1.167 -1.627 -0.023 0.28
H -0.264 2.051 -0.948 0.29
H -0.632 -0.595 -1.847 0.48

---

(2)
12
Properties=species:S:1:pos:R:3:mulliken_spin:R:1 method="wB97M-V/def2-TZVPD" total_charge=+1 multiplicity=3 homo_ev="-13.66 / -15.82" orbital_gap_ev="8.315 / 7.134"
C 1.449 0.969 -1.357 -0.02
C -0.059 -0.537 0.174 0.13
C 0.589 0.874 0.706 0.15
C 0.146 0.635 -0.670 0.97
C -1.406 -0.822 0.503 0.02
N 1.810 0.879 -0.143 0.71
H 1.914 0.916 -2.338 0.00
H 0.579 -1.409 -0.109 0.03
H 0.210 1.467 1.490 0.00
H -1.631 -1.692 -0.298 0.00
H -2.010 0.057 0.511 0.00
H -1.591 -1.334 1.530 0.01

---

(3)
13
Properties=species:S:1:pos:R:3:nbo_charge:R:1 method="wB97M-V/def2-TZVPD" total_charge=0 multiplicity=1 smiles=N#C[C@H]1C[C@H]2CN21 homo_ev=-10.00 orbital_gap_ev=10.833
N -1.545 -2.737 0.051 -0.30
C -0.734 -1.925 -0.114 0.27
C 0.364 -0.931 -0.109 -0.16
C 0.711 0.357 -1.030 -0.41
C 0.466 1.130 0.247 -0.10
C -0.878 0.819 0.761 -0.28
N 0.237 -0.071 1.096 -0.35
H 1.280 -1.525 -0.034 0.24
H 0.239 0.825 -1.909 0.23
H 1.758 0.213 -1.301 0.22
H 1.017 1.993 0.607 0.22
H -1.646 0.450 0.080 0.20
H -1.254 1.374 1.612 0.22

---

(4)
13
Properties=species:S:1:pos:R:3:nbo_charge:R:1 method="wB97M-V/def2-TZVPD" total_charge=0 multiplicity=1 homo_ev=-9.89 orbital_gap_ev=10.408
N -0.270 -0.704 2.652 -0.25
C -0.151 -0.836 1.504 0.16
C -0.989 -0.702 0.322 -0.19
C -0.837 0.500 -0.503 -0.06
C 0.555 1.121 -0.436 -0.44
C 1.038 -0.325 -0.651 -0.18
N -0.307 -0.787 -1.035 -0.36
H -1.961 -1.168 0.463 0.26
H -1.715 0.962 -0.941 0.22
H 0.668 1.845 -1.251 0.23
H 0.899 1.562 0.502 0.22
H 1.896 -0.664 -1.235 0.23
H 1.173 -0.802 0.608 0.17

---

Relative energy (zero: lowest compared OMol25 entry of this formula, charge and spin) (kcal/mol)
158.8; 114.1; 64.4; 98.9
E (Ha)
-248.362585; -248.277308; -303.533384; -303.478542